# C34H89AgN5O14

A molecular structure, C34H89AgN5O14 (ωB97M-V/def2-TZVPD, the Open Molecules 2025 dataset).

Structure (ORCA input):
```
! wB97M-V def2-TZVPD RIJCOSX def2/J DEFGRID3
* xyz 0 2
Ag -2.673 -1.577 3.017
C 0.500 0.200 0.416
C 0.203 -1.160 0.912
O -1.123 -1.490 1.232
H 0.268 0.277 -0.646
H 1.537 0.510 0.541
H -0.106 1.037 0.764
H 0.864 -1.343 1.759
H 0.554 -1.813 0.113
C -3.375 1.762 1.214
C -4.344 0.630 1.458
O -4.304 0.136 2.717
H -3.791 2.671 1.649
H -3.373 1.863 0.128
H -2.378 1.524 1.583
H -4.066 -0.082 0.682
H -5.387 0.859 1.242
C 1.728 3.677 2.103
O 3.165 3.772 1.902
C 3.698 2.736 1.037
C 5.156 2.942 0.769
N 6.125 2.421 1.740
C 6.340 0.957 1.674
C 7.263 0.457 2.708
O 8.602 0.682 2.332
C 9.536 0.410 3.413
H 1.552 4.367 2.928
H 1.285 2.716 2.360
H 1.242 4.087 1.217
H 3.157 2.704 0.091
H 3.499 1.789 1.539
H 5.312 4.011 0.618
H 5.312 2.562 -0.240
H 7.027 2.866 1.644
H 6.779 0.737 0.701
H 5.403 0.418 1.811
H 7.078 -0.600 2.897
H 7.173 0.934 3.684
H 9.338 -0.551 3.887
H 9.264 1.184 4.131
H 10.546 0.697 3.119
C -0.948 3.087 -1.514
O -1.577 4.073 -2.318
C -2.734 4.625 -1.654
C -3.319 5.744 -2.427
N -4.225 6.462 -1.589
C -4.981 7.484 -2.264
C -5.895 6.938 -3.401
O -6.574 8.006 -4.008
C -7.552 7.657 -4.928
H -0.118 2.761 -2.140
H -1.500 2.147 -1.484
H -0.671 3.352 -0.494
H -2.446 5.028 -0.683
H -3.522 3.885 -1.523
H -3.872 5.299 -3.254
H -2.491 6.314 -2.847
H -3.719 6.769 -0.771
H -4.346 8.265 -2.681
H -5.595 8.030 -1.548
H -6.535 6.217 -2.893
H -5.389 6.370 -4.182
H -8.010 8.479 -5.478
H -8.345 7.169 -4.362
H -7.240 7.035 -5.768
C -0.177 -3.876 4.023
O -1.473 -3.589 3.519
C -2.252 -4.757 3.388
C -3.627 -4.496 2.891
N -3.694 -3.394 1.871
C -5.138 -3.169 1.640
C -5.828 -4.204 0.829
O -5.230 -4.316 -0.465
C -5.905 -5.242 -1.325
H 0.504 -3.034 3.900
H 0.326 -4.716 3.544
H -0.190 -4.196 5.065
H -2.302 -5.170 4.395
H -1.775 -5.514 2.765
H -4.303 -4.237 3.706
H -3.951 -5.475 2.535
H -3.414 -3.843 1.011
H -5.213 -2.318 0.963
H -5.685 -2.859 2.530
H -6.851 -3.913 0.592
H -5.859 -5.186 1.302
H -6.194 -6.166 -0.826
H -5.211 -5.484 -2.129
H -6.793 -4.735 -1.702
C -0.109 1.527 5.178
C -0.284 0.451 4.115
O -1.056 -0.679 4.580
O -1.126 2.482 5.008
H 0.870 1.999 5.089
H -0.195 1.216 6.219
H 0.693 0.122 3.760
H -0.842 0.746 3.227
H -0.685 -1.057 5.380
H -1.032 3.121 5.718
C -1.695 -4.047 -1.420
C -2.542 -2.775 -1.722
O -1.818 -1.553 -1.615
O -1.617 -4.199 -0.032
H -0.718 -3.923 -1.887
H -1.991 -4.957 -1.943
H -3.403 -2.669 -1.062
H -3.000 -2.778 -2.711
H -1.586 -1.355 -0.705
H -1.377 -3.405 0.451
C 2.979 1.532 -3.324
C 2.873 0.020 -3.310
C 1.450 -0.635 -3.573
O 1.631 -2.033 -3.845
C 0.457 -2.677 -4.228
N 3.805 -0.518 -4.380
H 2.391 2.017 -2.545
H 2.706 1.962 -4.288
H 4.018 1.768 -3.090
H 3.118 -0.450 -2.357
H 0.920 -0.048 -4.323
H 0.809 -0.583 -2.692
H -0.363 -2.417 -3.559
H 0.644 -3.750 -4.253
H 0.111 -2.347 -5.207
H 3.725 -0.156 -5.320
H 3.615 -1.500 -4.516
C 2.858 -3.765 -0.451
C 3.881 -3.426 -1.584
C 5.298 -3.938 -1.203
O 5.715 -3.508 0.097
C 6.159 -2.133 0.076
N 3.369 -3.963 -2.829
H 3.205 -3.210 0.421
H 2.848 -4.825 -0.197
H 1.838 -3.436 -0.649
H 3.908 -2.346 -1.732
H 6.064 -3.663 -1.928
H 5.207 -5.023 -1.164
H 7.131 -2.003 -0.400
H 6.223 -1.746 1.093
H 5.380 -1.477 -0.313
H 2.689 -3.312 -3.193
H 4.106 -3.961 -3.520
*
```

Output
* HOMO-LUMO gap (alpha / beta): 8.0 / 5.7 eV
* HOMO level (alpha / beta): -7.690 / -7.636 eV
* relative energy (zero: lowest compared OMol25 entry of this formula, charge and spin): 32.1 kcal per mole
* total energy: -2822.51229 a.u.
* maximum force: 3.131 eV/A

These are the Löwdin partial charges, in e, on atoms 1 to 99: atom 1 (Ag): 0.845, atom 2 (C): -0.102, atom 3 (C): -0.452, atom 4 (O): -0.371, atom 5 (H): 0.048, atom 6 (H): 0.063, atom 7 (H): 0.051, atom 8 (H): 0.084, atom 9 (H): 0.079, atom 10 (C): -0.070, atom 11 (C): -0.405, atom 12 (O): -0.095, atom 13 (H): 0.081, atom 14 (H): 0.061, atom 15 (H): 0.059, atom 16 (H): 0.113, atom 17 (H): 0.130, atom 18 (C): -0.085, atom 19 (O): -0.190, atom 20 (C): -0.218, atom 21 (C): -0.212, atom 22 (N): -0.038, atom 23 (C): -0.215, atom 24 (C): -0.270, atom 25 (O): -0.200, atom 26 (C): -0.073, atom 27 (H): 0.084, atom 28 (H): 0.066, atom 29 (H): 0.075, atom 30 (H): 0.109, atom 31 (H): 0.107, atom 32 (H): 0.125, atom 33 (H): 0.106, atom 34 (H): 0.107, atom 35 (H): 0.121, atom 36 (H): 0.115, atom 37 (H): 0.112, atom 38 (H): 0.121, atom 39 (H): 0.088, atom 40 (H): 0.076, atom 41 (H): 0.089, atom 42 (C): -0.119, atom 43 (O): -0.167, atom 44 (C): -0.227, atom 45 (C): -0.248, atom 46 (N): -0.071, atom 47 (C): -0.196, atom 48 (C): -0.222, atom 49 (O): -0.180, atom 50 (C): -0.134, atom 51 (H): 0.077, atom 52 (H): 0.075, atom 53 (H): 0.078, atom 54 (H): 0.120, atom 55 (H): 0.124, atom 56 (H): 0.115, atom 57 (H): 0.130, atom 58 (H): 0.114, atom 59 (H): 0.113, atom 60 (H): 0.120, atom 61 (H): 0.123, atom 62 (H): 0.110, atom 63 (H): 0.086, atom 64 (H): 0.088, atom 65 (H): 0.084, atom 66 (C): -0.091, atom 67 (O): -0.255, atom 68 (C): -0.235, atom 69 (C): -0.186, atom 70 (N): -0.041, atom 71 (C): -0.208, atom 72 (C): -0.227, atom 73 (O): -0.211, atom 74 (C): -0.079, atom 75 (H): 0.086, atom 76 (H): 0.093, atom 77 (H): 0.087, atom 78 (H): 0.126, atom 79 (H): 0.130, atom 80 (H): 0.120, atom 81 (H): 0.122, atom 82 (H): 0.073, atom 83 (H): 0.109, atom 84 (H): 0.128, atom 85 (H): 0.127, atom 86 (H): 0.116, atom 87 (H): 0.085, atom 88 (H): 0.089, atom 89 (H): 0.087, atom 90 (C): -0.242, atom 91 (C): -0.193, atom 92 (O): -0.129, atom 93 (O): -0.060, atom 94 (H): 0.112, atom 95 (H): 0.120, atom 96 (H): 0.113, atom 97 (H): 0.100, atom 98 (H): 0.090, atom 99 (H): 0.086

# C6H10O

C6H10O in the gas phase (ωB97M-V/def2-TZVPD, the Open Molecules 2025 dataset).

Structure (ORCA input):
```
! wB97M-V def2-TZVPD RIJCOSX def2/J DEFGRID3
* xyz 0 1
O -0.034 -0.940 1.948
C 1.116 -0.803 1.369
C 1.344 -0.260 -0.003
C 0.633 1.068 -0.344
C -0.565 0.987 -1.259
C -1.127 -0.106 -1.770
C -1.258 -0.655 1.606
H 1.926 -1.210 1.960
H 2.427 -0.101 -0.076
H 1.115 -1.008 -0.779
H 1.355 1.755 -0.805
H 0.322 1.568 0.585
H -1.019 1.953 -1.483
H -2.012 -0.043 -2.395
H -0.753 -1.109 -1.572
H -1.483 -0.208 0.650
H -1.986 -0.887 2.367
*
```

Output
* HOMO-LUMO gap (alpha / beta): 8.1 / 7.9 eV
* HOMO level (alpha / beta): -7.087 / -6.934 eV
* relative energy (zero: lowest compared OMol25 entry of this formula, charge and spin): 90.6 kcal per mole
* total energy: -309.69802 a.u.
* maximum force: 0.757 eV/A

Charges in e, computed with Löwdin, in the same order as the atoms: atom 1 (O): -0.081, atom 2 (C): -0.158, atom 3 (C): -0.177, atom 4 (C): -0.204, atom 5 (C): -0.199, atom 6 (C): -0.017, atom 7 (C): -0.023, atom 8 (H): 0.109, atom 9 (H): 0.111, atom 10 (H): 0.103, atom 11 (H): 0.110, atom 12 (H): 0.117, atom 13 (H): 0.100, atom 14 (H): 0.057, atom 15 (H): 0.056, atom 16 (H): 0.035, atom 17 (H): 0.061

# C4H6N3

A gas-phase ion, C4H6N3 (charge +1) (ωB97M-V/def2-TZVPD, the Open Molecules 2025 dataset).

Structure (ORCA input):
```
! wB97M-V def2-TZVPD RIJCOSX def2/J DEFGRID3
* xyz 1 3
C -0.596 2.056 -0.061
C 0.355 1.871 -0.980
C -0.524 0.126 1.046
C 0.346 -2.083 0.434
N -1.045 1.318 0.901
N 1.270 1.686 -1.694
N -0.483 -0.955 0.323
H 1.081 -1.669 1.243
H 0.748 -2.292 -0.562
H -0.257 -2.877 0.755
H -1.891 1.607 1.482
H 1.954 2.248 -2.323
H -0.958 -1.037 -0.565
*
```

Output
* HOMO-LUMO gap (alpha / beta): 7.0 / 6.6 eV
* HOMO level (alpha / beta): -11.889 / -13.226 eV
* relative energy (zero: lowest compared OMol25 entry of this formula, charge and spin): 51.0 kcal per mole
* total energy: -319.77248 a.u.
* maximum force: 6.489 eV/A

Charges in e, computed with Löwdin, in the same order as the atoms: atom 1 (C): -0.030, atom 2 (C): -0.186, atom 3 (C): 0.086, atom 4 (C): -0.022, atom 5 (N): 0.000, atom 6 (N): 0.208, atom 7 (N): 0.019, atom 8 (H): 0.152, atom 9 (H): 0.117, atom 10 (H): 0.088, atom 11 (H): 0.213, atom 12 (H): 0.179, atom 13 (H): 0.176